{
  "formula": "C20H45F6N3O7Sr",
  "method": "the ωB97M-V functional and the def2-TZVPD basis",
  "symbols": ["Sr", "C", "O", "O", "C", "F", "F", "F", "C", "C", "H", "H", "H", "H", "H", "H", "C", "O", "O", "C", "F", "F", "F", "C", "C", "H", "H", "H", "H", "H", "H", "C", "C", "C", "O", "C", "N", "H", "H", "H", "H", "H", "H", "H", "H", "H", "H", "H", "C", "C", "C", "O", "C", "N", "H", "H", "H", "H", "H", "H", "H", "H", "H", "H", "H", "C", "C", "C", "O", "C", "N", "H", "H", "H", "H", "H", "H", "H", "H", "H", "H", "H"],
  "coordinates": [[-33.695, -13.641, 10.087], [-34.801, -14.711, 6.176], [-36.150, -14.810, 5.745], [-34.930, -14.217, 7.518], [-33.993, -16.078, 5.946], [-34.607, -17.195, 6.368], [-33.899, -16.448, 4.588], [-32.789, -16.180, 6.568], [-36.403, -14.925, 4.261], [-37.452, -16.093, 4.068], [-37.079, -17.016, 4.510], [-38.352, -15.739, 4.572], [-37.696, -16.217, 3.013], [-35.603, -15.143, 3.554], [-36.838, -13.999, 3.884], [-34.421, -13.915, 5.537], [-32.481, -10.534, 8.166], [-31.828, -11.473, 7.333], [-33.343, -11.318, 9.015], [-31.356, -9.495, 8.750], [-31.176, -8.561, 7.816], [-31.784, -8.863, 9.822], [-30.220, -10.125, 9.004], [-31.701, -11.391, 5.957], [-31.277, -12.777, 5.468], [-31.887, -13.584, 5.872], [-31.188, -12.881, 4.386], [-30.247, -12.997, 5.749], [-31.003, -10.632, 5.604], [-32.695, -11.239, 5.534], [-33.100, -9.929, 7.503], [-29.418, -15.280, 8.611], [-30.534, -14.782, 9.515], [-30.214, -13.464, 10.243], [-31.390, -13.014, 10.928], [-31.028, -11.832, 11.596], [-31.706, -14.622, 8.618], [-28.629, -15.507, 9.328], [-29.036, -14.523, 7.925], [-29.587, -16.172, 8.008], [-30.749, -15.521, 10.287], [-29.902, -12.725, 9.506], [-29.328, -13.704, 10.830], [-31.870, -11.231, 11.939], [-30.446, -11.184, 10.941], [-30.368, -11.905, 12.461], [-31.879, -15.472, 8.100], [-31.521, -13.879, 7.960], [-34.789, -11.489, 14.003], [-35.269, -12.787, 13.349], [-36.716, -13.184, 13.656], [-37.002, -14.328, 12.846], [-38.211, -14.918, 13.286], [-35.241, -12.706, 11.908], [-35.604, -10.770, 13.923], [-33.965, -11.200, 13.350], [-34.428, -11.596, 15.026], [-34.563, -13.579, 13.597], [-37.376, -12.329, 13.511], [-36.815, -13.279, 14.737], [-39.130, -14.484, 12.891], [-38.387, -14.922, 14.361], [-38.303, -15.963, 12.988], [-35.813, -11.887, 11.761], [-35.898, -13.468, 11.819], [-34.025, -17.156, 9.885], [-34.809, -16.708, 11.116], [-33.984, -16.434, 12.404], [-32.988, -15.438, 12.122], [-32.270, -15.103, 13.273], [-35.500, -15.489, 10.678], [-33.446, -18.059, 10.079], [-33.399, -16.483, 9.298], [-34.735, -17.385, 9.091], [-35.474, -17.545, 11.325], [-33.486, -17.366, 12.671], [-34.686, -16.232, 13.213], [-32.030, -15.977, 13.879], [-32.710, -14.431, 14.009], [-31.373, -14.518, 13.072], [-36.081, -15.265, 11.473], [-36.082, -15.772, 9.903]],
  "lowdin_charge": [1.476, -0.430, -0.112, -0.303, -0.448, 0.103, 0.055, 0.086, -0.203, -0.076, 0.065, 0.062, 0.061, 0.094, 0.100, 0.131, -0.359, -0.135, -0.362, -0.596, 0.135, 0.154, 0.138, -0.265, -0.066, 0.053, 0.076, 0.065, 0.117, 0.121, 0.135, -0.053, -0.391, -0.169, -0.304, -0.108, -0.010, 0.075, 0.083, 0.086, 0.133, 0.131, 0.136, 0.091, 0.077, 0.094, 0.047, 0.059, -0.018, -0.431, -0.176, -0.222, -0.084, -0.033, 0.086, 0.075, 0.085, 0.113, 0.138, 0.133, 0.095, 0.091, 0.093, 0.107, 0.029, -0.051, -0.389, -0.154, -0.230, -0.115, -0.016, 0.090, 0.047, 0.083, 0.140, 0.129, 0.126, 0.097, 0.081, 0.089, 0.041, 0.102],
  "largest_force_ha_per_bohr": 0.082,
  "e_tot_ha": -2109.8302,
  "homo_lumo_gap_ev": 6.994,
  "mol_weight_g_mol": 641.202
}

{
  "formula": "C20H45N3O21S",
  "method": "the ωB97M-V functional and the def2-TZVPD basis",
  "symbols": ["N", "C", "N", "N", "C", "O", "S", "O", "O", "H", "H", "H", "H", "H", "H", "H", "H", "H", "C", "O", "C", "O", "O", "C", "H", "H", "H", "H", "H", "H", "C", "O", "C", "O", "O", "C", "H", "H", "H", "H", "H", "H", "C", "O", "C", "O", "O", "C", "H", "H", "H", "H", "H", "H", "C", "O", "C", "O", "O", "C", "H", "H", "H", "H", "H", "H", "C", "O", "C", "O", "O", "C", "H", "H", "H", "H", "H", "H", "C", "O", "C", "O", "O", "C", "H", "H", "H", "H", "H", "H"],
  "coordinates": [[-3.604, -0.829, -2.250], [-2.936, -1.900, -2.963], [-2.147, -1.271, -4.003], [-2.143, -2.705, -2.022], [-3.902, -2.891, -3.616], [-4.895, -2.155, -4.354], [-6.177, -2.950, -4.937], [-6.592, -3.880, -3.900], [-7.182, -1.694, -4.869], [-3.947, -0.144, -2.914], [-4.407, -1.170, -1.734], [-1.579, -1.953, -4.493], [-1.526, -0.582, -3.592], [-2.292, -2.378, -1.072], [-1.155, -2.588, -2.206], [-3.353, -3.551, -4.292], [-4.382, -3.499, -2.853], [-7.578, -1.679, -3.982], [-1.901, 1.157, -0.027], [-0.824, 0.892, 0.886], [-0.725, -0.379, 1.266], [-1.435, -1.283, 0.903], [0.297, -0.488, 2.113], [0.524, -1.816, 2.607], [-1.838, 2.218, -0.252], [-1.797, 0.559, -0.928], [-2.858, 0.920, 0.435], [0.748, -2.495, 1.785], [-0.349, -2.180, 3.144], [1.376, -1.738, 3.275], [5.665, -3.814, 5.691], [4.544, -3.093, 5.158], [4.853, -1.909, 4.637], [5.950, -1.415, 4.601], [3.740, -1.362, 4.146], [3.927, -0.075, 3.538], [5.251, -4.741, 6.075], [6.393, -4.013, 4.907], [6.139, -3.242, 6.486], [4.623, -0.146, 2.704], [4.316, 0.634, 4.266], [2.943, 0.227, 3.192], [9.684, -5.098, -0.474], [8.458, -5.046, 0.266], [8.037, -3.813, 0.541], [8.592, -2.793, 0.224], [6.896, -3.900, 1.224], [6.342, -2.635, 1.610], [9.889, -6.154, -0.615], [9.571, -4.595, -1.432], [10.486, -4.621, 0.086], [6.127, -2.032, 0.729], [7.023, -2.098, 2.265], [5.422, -2.881, 2.132], [1.000, 3.958, 0.216], [-0.094, 4.699, -0.335], [0.243, 5.880, -0.856], [1.356, 6.340, -0.886], [-0.857, 6.458, -1.331], [-0.637, 7.742, -1.934], [0.567, 3.036, 0.590], [1.743, 3.744, -0.551], [1.475, 4.510, 1.025], [0.026, 7.648, -2.792], [-0.196, 8.432, -1.216], [-1.619, 8.086, -2.243], [-9.755, -9.643, -0.675], [-8.893, -8.571, -0.279], [-8.635, -7.690, -1.249], [-9.066, -7.743, -2.372], [-7.831, -6.752, -0.760], [-7.462, -5.732, -1.704], [-9.866, -10.263, 0.209], [-10.720, -9.257, -0.998], [-9.310, -10.210, -1.490], [-8.345, -5.216, -2.074], [-6.928, -6.161, -2.548], [-6.822, -5.054, -1.151], [3.101, 9.018, 0.883], [3.096, 10.423, 1.181], [2.041, 11.075, 0.701], [1.143, 10.580, 0.069], [2.144, 12.360, 1.035], [1.062, 13.178, 0.574], [4.013, 8.636, 1.329], [2.227, 8.534, 1.314], [3.098, 8.854, -0.193], [0.118, 12.832, 0.992], [1.002, 13.152, -0.513], [1.292, 14.180, 0.922]],
  "lowdin_charge": [0.100, -0.680, 0.091, 0.096, -0.183, -0.354, 0.903, -0.422, -0.254, 0.087, 0.091, 0.081, 0.078, 0.052, 0.069, 0.125, 0.109, 0.076, -0.027, -0.010, -0.617, 0.112, -0.001, -0.021, 0.089, 0.067, 0.099, 0.101, 0.101, 0.076, -0.025, 0.004, -0.645, 0.117, -0.017, -0.020, 0.095, 0.096, 0.099, 0.094, 0.101, 0.086, -0.036, 0.002, -0.625, 0.125, 0.008, -0.033, 0.093, 0.097, 0.097, 0.101, 0.097, 0.090, -0.029, -0.002, -0.623, 0.117, 0.006, -0.024, 0.076, 0.100, 0.098, 0.098, 0.086, 0.094, -0.041, -0.001, -0.628, 0.122, 0.006, -0.050, 0.092, 0.096, 0.096, 0.093, 0.089, 0.091, -0.030, 0.006, -0.627, 0.113, 0.005, -0.037, 0.094, 0.095, 0.096, 0.096, 0.096, 0.093],
  "largest_force_ha_per_bohr": 0.005,
  "e_tot_ha": -2931.6008,
  "homo_lumo_gap_ev": 9.955,
  "mol_weight_g_mol": 695.647
}

{
  "formula": "C20H45O8P2",
  "method": "the ωB97M-V functional and the def2-TZVPD basis",
  "symbols": ["O", "P", "O", "O", "P", "H", "H", "H", "H", "H", "C", "C", "C", "O", "C", "H", "H", "H", "H", "H", "H", "H", "H", "C", "C", "C", "O", "C", "H", "H", "H", "H", "H", "H", "H", "H", "C", "C", "C", "O", "C", "H", "H", "H", "H", "H", "H", "H", "H", "C", "C", "C", "O", "C", "H", "H", "H", "H", "H", "H", "H", "H", "C", "C", "C", "O", "C", "H", "H", "H", "H", "H", "H", "H", "H"],
  "coordinates": [[1.035, 1.339, 4.324], [0.769, 1.489, 2.837], [1.694, 0.380, 2.022], [1.173, 3.042, 2.400], [-1.390, 1.088, 2.635], [2.110, -0.123, 2.751], [0.510, 3.649, 2.777], [-1.868, 1.205, 1.284], [-2.045, 2.057, 3.465], [-1.683, -0.200, 3.194], [-4.074, -0.053, -2.558], [-2.753, 0.286, -3.226], [-2.061, 1.116, -2.160], [-2.532, 0.629, -0.890], [-3.659, -0.242, -1.112], [-4.564, -0.930, -2.974], [-4.760, 0.795, -2.642], [-2.186, -0.630, -3.413], [-2.862, 0.818, -4.171], [-2.336, 2.173, -2.238], [-0.973, 1.035, -2.203], [-3.334, -1.270, -0.924], [-4.458, 0.003, -0.411], [5.377, 3.948, 2.636], [4.499, 2.712, 2.626], [5.296, 1.767, 1.744], [6.676, 2.096, 1.927], [6.768, 3.341, 2.635], [5.201, 4.606, 3.487], [5.218, 4.524, 1.720], [4.421, 2.303, 3.639], [3.493, 2.892, 2.254], [5.052, 1.911, 0.685], [5.134, 0.717, 1.998], [7.107, 3.125, 3.653], [7.506, 3.983, 2.152], [-1.232, -4.895, 0.946], [-2.542, -5.554, 0.561], [-3.554, -4.705, 1.308], [-3.001, -3.381, 1.392], [-1.623, -3.430, 1.000], [-0.418, -5.092, 0.248], [-0.922, -5.236, 1.938], [-2.701, -5.462, -0.518], [-2.596, -6.610, 0.824], [-3.705, -5.073, 2.328], [-4.521, -4.668, 0.805], [-1.538, -2.960, 0.013], [-1.019, -2.859, 1.711], [-7.525, -3.273, 0.047], [-8.295, -1.997, -0.234], [-7.218, -1.103, -0.819], [-6.285, -1.962, -1.490], [-6.562, -3.322, -1.125], [-8.155, -4.160, 0.116], [-6.970, -3.174, 0.985], [-9.070, -2.187, -0.981], [-8.771, -1.567, 0.648], [-6.676, -0.566, -0.032], [-7.616, -0.373, -1.527], [-7.015, -3.817, -1.990], [-5.629, -3.834, -0.880], [7.076, 2.506, -3.739], [6.677, 1.861, -2.425], [7.609, 2.549, -1.443], [7.860, 3.861, -1.963], [7.380, 3.930, -3.311], [6.306, 2.448, -4.509], [7.982, 2.030, -4.126], [5.636, 2.110, -2.190], [6.777, 0.776, -2.418], [8.568, 2.025, -1.373], [7.182, 2.626, -0.442], [6.474, 4.548, -3.315], [8.129, 4.409, -3.943]],
  "lowdin_charge": [-0.326, 0.392, -0.147, -0.146, 0.991, 0.100, 0.093, -0.018, 0.010, 0.019, -0.167, -0.161, -0.201, -0.203, -0.197, 0.111, 0.124, 0.119, 0.120, 0.119, 0.116, 0.113, 0.104, -0.165, -0.185, -0.209, -0.147, -0.190, 0.116, 0.119, 0.121, 0.075, 0.112, 0.115, 0.121, 0.123, -0.170, -0.164, -0.195, -0.159, -0.220, 0.118, 0.118, 0.119, 0.120, 0.122, 0.097, 0.111, 0.102, -0.170, -0.167, -0.203, -0.160, -0.188, 0.118, 0.113, 0.120, 0.117, 0.106, 0.123, 0.124, 0.099, -0.178, -0.181, -0.196, -0.138, -0.206, 0.112, 0.117, 0.107, 0.113, 0.124, 0.095, 0.115, 0.118],
  "largest_force_ha_per_bohr": 0.116,
  "e_tot_ha": -2073.3544,
  "total_charge": 1,
  "homo_lumo_gap_ev": 6.196,
  "mol_weight_g_mol": 475.520
}